Computed, not measured: a cluster of 2 separate species, C4H11N3O2 in total, with ωB97M-V/def2-TZVPD.

The calculation puts the HOMO-LUMO gap at 10.336 eV. As for the SMILES: [H]/N=C(/N)NC.CC(=O)O. As for the spin multiplicity: 1. The relative energy (zero: lowest compared OMol25 entry of this formula, charge and spin) comes out at 1.0500 eV.

Geometry as XYZ:
```
20
Properties=species:S:1:pos:R:3:nbo_charge:R:1
O 2.585 -1.138 1.074 -0.6895
O 4.039 -2.568 0.218 -0.5713
N -1.180 -0.357 1.557 -0.8173
N -2.415 1.464 0.643 -0.6329
N -0.108 1.133 0.186 -0.7889
C -1.180 0.834 0.810 0.5830
C 3.211 -1.724 0.023 0.7828
C 2.667 -1.453 -1.348 -0.7394
C -2.892 1.591 -0.725 -0.4101
H -2.647 0.744 -1.373 0.1920
H -3.968 1.752 -0.616 0.2108
H 3.157 -1.941 -2.167 0.2430
H 2.502 -0.397 -1.589 0.2313
H -1.490 -0.218 2.519 0.3671
H 1.937 -0.492 0.756 0.4974
H -2.484 2.462 -1.258 0.1948
H -3.071 1.050 1.279 0.3744
H -0.158 1.891 -0.483 0.3524
H -0.218 -0.613 1.747 0.3814
H 1.712 -2.019 -1.253 0.2391
```

---

Computed, not measured: a cluster of 2 separate species, CH4BrN2 in total, with ωB97M-V/def2-TZVPD.

Its charge is +1. The calculation puts the HOMO-LUMO gap (spin up / spin down) at 8.144 / 8.168 eV. As for the expectation value of S²: 2.0103. As for the spin multiplicity: 3. The relative energy (zero: lowest compared OMol25 entry of this formula, charge and spin) comes out at 0.9151 eV.

Geometry as XYZ:
```
8
Properties=species:S:1:pos:R:3:nbo_charge:R:1
Br -2.790 -0.243 0.206 0.3139
N 0.121 -1.536 -0.127 -0.4114
N -0.496 1.330 -0.023 -0.7211
C -1.060 0.190 0.013 0.2598
H -0.327 -2.135 0.555 0.3477
H 1.020 -1.198 0.203 0.3334
H -1.048 2.190 0.054 0.4324
H 0.508 1.450 -0.167 0.4455
```

---

Computed, not measured: a cluster of 2 separate species, CH3BrCl in total, with ωB97M-V/def2-TZVPD.

Its charge is -1. The calculation puts the HOMO-LUMO gap at 7.126 eV. As for the spin multiplicity: 1. The relative energy (zero: lowest compared OMol25 entry of this formula, charge and spin) comes out at 0.0000 eV.

Geometry as XYZ:
```
6
Properties=species:S:1:pos:R:3:nbo_charge:R:1
Br 1.740 1.032 1.103 -0.0896
Cl -2.074 -1.229 -1.315 -0.9738
C 0.300 0.178 0.190 -0.6567
H -0.433 0.927 -0.153 0.2401
H -0.210 -0.533 0.861 0.2401
H 0.677 -0.374 -0.687 0.2400
```

---

Computed, not measured: a cluster of 9 separate species, C19H40N5O32S8 in total, with ωB97M-V/def2-TZVPD.

Its charge is +1. The calculation puts the HOMO-LUMO gap at 8.778 eV. As for the spin multiplicity: 1.

Geometry as XYZ:
```
104
Properties=species:S:1:pos:R:3:lowdin_charge:R:1
S -2.201 -1.616 2.289 0.5788
S -3.092 10.295 -0.554 0.6150
S -0.316 -2.071 -2.471 0.5788
S 1.745 -7.782 -0.170 0.6003
S 3.096 1.137 2.386 0.5871
S 3.498 -2.196 6.084 0.5966
S 6.185 -2.534 -1.128 0.6113
S -5.176 -0.873 -4.013 0.5867
O 0.046 -1.333 -3.841 -0.1792
O 5.303 -3.365 -2.177 -0.1827
O -6.338 -0.113 -3.736 -0.2124
O 3.132 -2.198 4.715 -0.2240
O 1.184 -9.047 -0.469 -0.2141
O -3.326 -1.892 3.388 -0.1830
O 2.831 -7.640 0.726 -0.2102
O -2.688 -0.630 1.390 -0.2330
O 3.857 -0.050 1.655 -0.1720
O 0.777 -1.933 -1.580 -0.2211
O -1.125 -0.945 3.262 -0.2041
O -4.559 -1.424 -2.647 -0.2037
O -3.071 11.471 -1.332 -0.1872
O -2.621 10.254 0.779 -0.2080
O 3.269 -0.717 6.649 -0.1935
O -5.598 -2.272 -4.635 -0.1719
O -0.874 -3.345 -2.757 -0.2223
O -2.369 9.120 -1.392 -0.1834
O 7.437 -3.174 -0.989 -0.1961
O 0.556 -6.800 0.271 -0.1854
O 2.961 -3.137 6.995 -0.2071
O 5.386 -2.208 -0.002 -0.2161
O -4.101 -0.319 -4.762 -0.2312
O 3.489 1.199 3.746 -0.2175
O -1.672 -2.845 1.827 -0.2100
O -1.494 -1.105 -2.009 -0.1863
O 2.119 -7.032 -1.538 -0.1865
O -4.568 9.655 -0.580 -0.1804
O 3.149 2.287 1.547 -0.2490
O 6.355 -1.212 -2.018 -0.1834
O 5.089 -2.216 6.202 -0.1768
O 1.617 0.529 2.316 -0.1987
N -2.923 4.732 0.066 0.1518
N -4.054 4.116 -0.381 0.1099
N -2.360 3.247 -1.474 0.1964
N -0.625 4.516 -0.494 0.1112
N 0.747 2.574 -0.757 0.0501
C -1.746 -0.590 4.507 -0.1455
C 6.003 -1.498 -3.379 -0.1598
C -2.801 -1.658 4.708 -0.1433
C 0.524 -5.643 -0.574 -0.1699
C 3.001 -1.215 1.606 -0.1430
C -1.022 -0.426 -4.183 -0.1443
C 1.065 -6.131 -1.900 -0.1683
C -3.669 3.236 -1.289 -0.0632
C 4.462 -0.259 7.301 -0.1560
C 0.399 3.878 -1.300 -0.2504
C 4.897 -2.527 -3.265 -0.1616
C -3.210 7.976 -1.435 -0.1945
C -4.618 8.537 -1.466 -0.1630
C 5.583 -0.903 6.511 -0.1494
C -1.903 4.176 -0.633 -0.3362
C -4.946 -3.338 -3.917 -0.1355
C -4.856 -2.825 -2.495 -0.1362
C -1.545 0.056 -2.850 -0.1673
C 1.615 -0.641 1.472 -0.1501
H 0.847 -1.336 1.795 0.1166
H -4.295 2.565 -1.846 0.1528
H 6.880 -1.904 -3.888 0.1366
H 1.165 -4.873 -0.140 0.1320
H 1.460 -5.327 -2.513 0.1262
H 3.940 -2.064 -3.011 0.1274
H -3.601 -1.339 5.369 0.1376
H 3.276 -1.851 0.776 0.1116
H 5.770 -0.373 5.576 0.1341
H -3.957 -3.494 -4.351 0.1354
H -3.030 7.390 -0.530 0.0999
H -2.566 0.417 -2.916 0.1017
H -2.977 7.377 -2.313 0.1363
H 0.857 2.695 0.243 0.0628
H -0.907 0.828 -2.414 0.1101
H -4.886 8.886 -2.465 0.1407
H -5.530 -4.249 -4.001 0.1414
H -2.367 -2.588 5.078 0.1398
H -4.069 -3.307 -1.923 0.1384
H -0.645 0.378 -4.808 0.1415
H -1.003 -0.574 5.298 0.1421
H -1.786 -0.981 -4.726 0.1154
H -0.397 5.213 0.192 0.1603
H 1.407 -0.326 0.446 0.1133
H -5.366 7.828 -1.117 0.1298
H -2.911 5.460 0.756 0.1779
H 3.111 -1.763 2.539 0.1063
H -4.990 4.307 -0.063 0.1881
H 0.311 -6.685 -2.463 0.1362
H 0.042 3.768 -2.315 0.1138
H 4.448 -0.606 8.336 0.1347
H 4.786 -3.124 -4.165 0.1365
H -0.493 -5.269 -0.654 0.1256
H 6.504 -0.982 7.080 0.1371
H -2.193 0.401 4.401 0.1327
H 1.236 4.568 -1.357 0.1278
H -5.807 -2.922 -1.969 0.1377
H 1.639 2.305 -1.148 0.0845
H 5.682 -0.588 -3.875 0.1341
H 4.501 0.826 7.277 0.1369
```

---

Computed, not measured: a cluster of 4 separate species, C5H20NO3 in total, with ωB97M-V/def2-TZVPD.

Its charge is +2. The calculation puts the HOMO-LUMO gap (spin up / spin down) at 11.811 / 4.929 eV. As for the expectation value of S²: 0.7528. As for the spin multiplicity: 2. The relative energy (zero: lowest compared OMol25 entry of this formula, charge and spin) comes out at 0.0000 eV.

Geometry as XYZ:
```
29
Properties=species:S:1:pos:R:3:lowdin_charge:R:1
O -2.266 2.222 2.283 -0.0504
O 0.651 -0.425 -3.156 -0.0565
O -0.772 -2.615 -2.202 -0.0359
N -1.190 0.282 -1.396 0.1981
C 1.813 -1.191 1.311 0.0943
C -0.339 -0.184 0.949 -0.0582
C 1.194 0.128 0.619 -0.2605
C -1.197 0.703 0.047 -0.1069
C 1.701 1.391 1.207 -0.0149
H 2.776 1.510 1.006 0.1345
H 1.595 -1.218 2.372 0.1180
H 1.482 -2.100 0.816 0.1034
H -0.431 -3.343 -1.667 0.0836
H 1.491 -0.347 -3.631 0.0889
H -3.121 2.647 2.434 0.0691
H -0.308 0.523 -1.889 0.1213
H -1.747 2.460 3.069 0.0652
H -1.980 0.706 -1.879 0.1865
H -1.216 -0.742 -1.508 0.1181
H -2.221 0.653 0.416 0.1486
H 1.401 0.090 -0.450 0.1335
H 1.523 1.433 2.283 0.1160
H -1.388 -3.039 -2.816 0.0986
H 0.428 -1.366 -3.015 0.0277
H 1.239 2.277 0.738 0.1263
H -0.511 0.061 1.989 0.1362
H -0.883 1.736 0.092 0.1282
H -0.615 -1.234 0.841 0.1353
H 2.890 -1.019 1.138 0.1519
```

---

Computed, not measured: a cluster of 11 separate species, C42H66Cl20FN3O10P2S3 in total, with ωB97M-V/def2-TZVPD.

The calculation puts the HOMO-LUMO gap at 6.206 eV. As for the SMILES: NP(O)[C@H]1OS(=O)(=O)[C@@](O)(ON=O)[C@@H](CCCSC(=S)N(c2ccccc2)c2ccccc2)[C@@]1(CC(=O)F)P(O)O.ClCCCl.ClCCCl.ClCCCl.ClCCCl.ClCCCl.ClCCCl.ClCCCl.ClCCCl.ClCCCl.ClCCCl. As for the spin multiplicity: 1.

Geometry as XYZ:
```
147
Properties=species:S:1:pos:R:3:lowdin_charge:R:1
Cl -9.870 -1.414 2.565 0.5343
Cl -11.878 1.010 1.243 0.5334
Cl -5.415 1.656 3.180 0.5344
Cl 1.856 0.843 -9.258 0.5362
Cl 7.075 1.897 -7.429 0.5553
Cl 7.757 1.262 -10.714 0.5298
Cl 0.738 -7.223 5.917 0.5728
Cl -3.413 2.552 5.800 0.7334
Cl -4.120 1.926 9.929 0.5576
Cl 5.905 6.561 -6.839 0.5390
Cl -8.422 -0.325 -6.147 0.5402
Cl -1.898 -7.736 3.810 0.5203
Cl 5.828 -1.942 4.395 0.5398
Cl 2.904 1.725 -6.122 0.5561
Cl 8.657 8.200 -11.244 0.5829
Cl 8.806 9.034 -14.552 0.5366
Cl -8.719 0.551 -2.865 0.5492
Cl 6.170 5.679 -10.127 0.5552
Cl -2.100 4.405 8.732 0.5822
Cl 3.750 -2.006 7.097 0.7289
S -0.926 0.390 -3.105 0.7486
S -2.980 -1.982 3.589 0.8298
S -1.928 -4.444 4.863 0.6687
P 2.680 -0.892 -1.269 0.9249
P -0.036 -2.955 -0.867 0.9676
F 2.544 -2.659 1.280 0.0319
O -4.481 -2.432 -2.705 0.1129
O 0.621 -3.110 2.222 0.0902
O -0.788 1.805 -2.746 -0.2695
O -2.555 -1.729 -2.416 -0.0713
O 3.552 0.089 -0.154 -0.3147
O -3.342 0.391 -2.091 0.0125
O 0.736 -3.263 -2.329 -0.2772
O -1.446 -3.853 -0.737 -0.2575
O -1.237 0.156 -4.503 -0.2592
O 0.487 -0.385 -2.777 -0.2644
N 3.476 -0.564 -2.817 -0.1701
N -0.453 -2.135 4.937 -0.1027
N -3.718 -1.683 -3.205 0.0433
C -7.364 -0.323 -3.623 -0.6719
C 7.236 5.656 -7.605 -0.6641
C -0.727 -0.797 5.453 -0.2257
C 2.403 -4.541 7.446 -0.1740
C -1.106 2.073 6.316 -0.2768
C -2.881 -2.795 1.938 -0.4706
C 7.498 6.117 -9.021 -0.6883
C -0.203 -8.215 3.546 -0.6568
C -1.575 0.925 7.139 -0.1333
C 5.898 1.708 -8.754 -0.6556
C 1.600 -0.059 -7.741 -0.6510
C 0.538 -0.993 1.045 -0.0573
C -11.007 -0.266 0.355 -0.6790
C -2.931 4.361 10.309 -0.6455
C 1.094 -4.112 7.994 -0.0807
C 0.436 -2.918 5.789 -0.2460
C 1.225 -2.342 1.539 -0.4841
C -0.432 1.742 5.048 -0.0892
C 5.423 -1.392 7.045 -0.6177
C 2.701 -4.112 6.076 -0.2418
C -10.930 -1.556 1.140 -0.6686
C -1.394 -0.471 6.714 0.0058
C -0.144 -1.144 -0.401 -0.4022
C -0.243 0.340 4.633 0.0013
C -1.641 -2.838 4.548 -0.9657
C -2.577 -0.501 0.635 -0.1471
C 9.088 7.427 -13.836 -0.6656
C 0.152 -3.320 7.181 -0.0450
C 5.749 -0.748 5.717 -0.6593
C -3.378 -1.848 0.755 -0.2209
C -5.539 3.135 4.167 -0.6596
C 6.350 0.693 -9.778 -0.6594
C -7.110 0.144 -5.038 -0.6655
C -1.526 -0.368 -0.529 -0.1872
C -4.183 3.638 4.610 -0.5942
C 0.484 -8.613 4.834 -0.6643
C 0.865 -0.328 -1.387 -0.4536
C -3.017 2.960 10.871 -0.6547
C 8.207 7.176 -12.633 -0.6652
C -2.187 -0.433 -1.984 -0.4788
C 1.414 0.859 -6.555 -0.6623
C 1.754 -3.320 5.257 -0.0364
H 7.157 7.356 -12.859 0.0675
H -3.356 0.294 0.410 0.1171
H 1.128 0.279 -5.678 0.0488
H 1.016 -4.199 -2.275 0.0720
H 10.145 7.351 -13.581 0.0682
H 0.306 0.199 3.668 0.0859
H -3.407 2.994 11.889 0.0721
H 8.399 5.636 -9.405 0.0716
H -2.357 4.996 10.985 0.0728
H -0.067 2.596 4.426 0.0953
H -0.217 -9.061 2.858 0.0686
H 6.615 -0.256 -9.313 0.0686
H -11.552 -0.432 -0.575 0.0705
H -1.781 -1.274 7.379 0.1002
H -4.434 -1.564 1.061 0.1159
H 3.692 -4.412 5.655 0.0942
H 0.705 -0.666 -7.881 0.0748
H -7.585 -1.390 -3.587 0.0692
H -3.918 4.803 10.183 0.0700
H -1.762 -4.127 -1.623 0.0672
H 5.548 0.509 -10.494 0.0711
H 3.382 0.463 -2.930 0.0263
H -4.289 4.612 5.093 0.0754
H 6.727 -0.268 5.768 0.0698
H -0.087 -9.366 5.376 0.0659
H 5.736 2.687 -9.205 0.0482
H -3.046 1.272 -1.780 0.1289
H -3.498 -2.433 -0.188 0.0868
H 3.120 -5.159 8.045 0.1029
H -1.214 0.729 -0.471 0.1506
H -2.057 1.192 8.118 0.0527
H -6.483 -0.138 -3.007 0.0564
H -6.195 -0.313 -5.419 0.0704
H -6.995 1.227 -5.088 0.0697
H 1.278 -0.137 1.063 0.1134
H -2.194 -0.192 1.654 0.0931
H -6.184 2.920 5.018 0.0699
H 2.448 -0.729 -7.600 0.0696
H 0.854 -4.416 9.043 0.0971
H 0.310 -7.387 3.058 0.0702
H -11.914 -1.877 1.482 0.0673
H 5.013 0.008 5.446 0.0677
H 1.470 -9.026 4.613 0.0696
H -3.502 3.749 3.766 0.0725
H 8.871 6.692 -14.611 0.0728
H -2.040 2.478 10.896 0.0710
H 8.124 5.820 -6.993 0.0763
H 4.960 1.383 -8.300 0.0271
H -0.200 -0.762 1.853 0.0950
H -10.016 0.111 0.106 0.0480
H 8.312 6.140 -12.308 0.0602
H 0.637 1.599 -6.742 0.0744
H -10.513 -2.345 0.513 0.0709
H -6.030 3.887 3.549 0.0708
H -3.620 -3.652 1.956 0.0853
H 6.095 -2.221 7.266 0.0717
H -0.811 -3.061 7.672 0.0879
H 0.836 0.772 -1.085 0.1299
H 2.985 0.853 0.089 0.0401
H 2.111 -3.057 4.235 0.0940
H 4.475 -0.679 -2.582 0.0342
H 5.517 -0.655 7.845 0.0702
H -1.238 3.116 6.672 0.0078
H -1.880 -3.259 1.758 0.0565
H 7.639 7.193 -9.074 0.0123
H 6.989 4.597 -7.571 0.0041
```

---

Values for strongest force on any atom, hartree/bohr, ordered as above
0.0314; 0.0237; 0.0361; 0.0215; 0.0278; 0.0954